Entry 1:
The following is a DFT calculation (ωB97M-V/def2-TZVPD) of a structure of composition C43H45As2N2O9S2Ti.

Results
Kohn-Sham gap (spin up / spin down): 5.3 / 5.6 eV
<S²>: 2.0228
Lowest unoccupied orbital energy (spin up / spin down): 1.83 / 1.76 eV

Structure (ORCA input):
```
! RIJCOSX wB97M-V def2-TZVPD def2/J DEFGRID3
* xyz -1 3
Ti 0.056 -0.295 -0.517
C -3.245 -5.150 -2.121
C -4.558 -4.371 -1.995
C -4.920 -3.771 -3.365
C -5.662 -5.362 -1.593
C -4.430 -3.216 -1.002
C -5.542 -2.782 -0.271
C -5.475 -1.675 0.561
C -4.290 -0.975 0.643
S -3.972 0.503 1.511
C -2.341 0.515 0.822
N -2.058 -0.562 0.088
C -3.137 -1.384 -0.065
C -3.232 -2.528 -0.869
C -1.532 1.685 0.811
C -1.891 2.865 1.486
C -1.178 4.022 1.270
C -0.120 4.024 0.366
C 0.259 2.844 -0.268
C -0.404 1.645 -0.052
H -3.396 -6.040 -2.728
H -2.882 -5.459 -1.145
H -2.475 -4.553 -2.598
H -5.066 -4.559 -4.103
H -4.126 -3.111 -3.709
H -5.839 -3.190 -3.294
H -5.603 -6.258 -2.210
H -6.652 -4.935 -1.738
H -5.556 -5.659 -0.553
H -6.484 -3.306 -0.342
H -6.341 -1.343 1.118
H -2.350 -2.864 -1.390
H -2.731 2.848 2.170
H -1.443 4.930 1.794
H 0.430 4.936 0.182
H 1.124 2.863 -0.940
O -0.730 -0.026 -2.150
N -0.935 -0.944 -3.085
C -1.614 -0.569 -4.192
C -1.836 -1.438 -5.223
C -1.314 -2.737 -5.141
C -0.650 -3.119 -3.996
C -0.479 -2.234 -2.924
S 0.193 -2.693 -1.443
H -1.947 0.459 -4.181
H -2.401 -1.117 -6.083
H -1.420 -3.421 -5.967
H -0.235 -4.107 -3.876
C 2.213 1.793 1.990
C 3.335 2.060 2.918
C 3.456 1.386 4.128
C 4.518 1.638 4.977
C 5.487 2.561 4.623
C 5.380 3.241 3.422
C 4.309 2.998 2.584
H 1.388 1.271 2.492
H 1.822 2.733 1.588
H 2.708 0.650 4.391
H 4.599 1.110 5.919
H 6.328 2.746 5.277
H 6.138 3.958 3.135
H 4.212 3.531 1.645
C 1.773 0.587 -3.562
O 1.820 -0.330 -2.482
C 3.130 -0.877 -2.236
O 4.101 -0.349 -2.769
C 3.138 -1.810 -1.227
C 3.365 -3.058 -0.893
As 3.636 -3.729 0.965
C 5.506 -4.315 0.622
C 3.861 -1.909 1.598
C 2.750 -1.079 1.295
As 2.619 0.623 0.379
C 4.512 1.082 0.050
C 1.470 -1.541 1.513
O 0.400 -0.946 1.106
O 1.322 -2.631 2.324
C 0.011 -3.133 2.468
C 4.982 -1.416 2.283
O 5.188 -0.267 2.659
O 5.907 -2.420 2.671
C 5.718 -2.807 4.006
C 3.448 -4.198 -1.807
O 3.266 -5.349 -1.464
O 3.815 -3.855 -3.056
C 4.083 -4.901 -3.974
H 1.017 1.344 -3.334
H 1.503 0.053 -4.483
H 2.757 1.053 -3.690
H 5.484 -5.087 -0.145
H 5.948 -4.749 1.518
H 6.124 -3.485 0.293
H 4.956 0.284 -0.547
H 5.053 1.187 0.990
H 4.565 2.012 -0.528
H 0.132 -4.151 2.831
H -0.512 -3.130 1.505
H -0.563 -2.541 3.192
H 6.553 -3.456 4.272
H 4.774 -3.367 4.114
H 5.707 -1.935 4.670
H 3.347 -4.873 -4.781
H 4.035 -5.871 -3.470
H 5.085 -4.749 -4.382
*
```

---

Entry 2:
The following is a DFT calculation (ωB97M-V/def2-TZVPD) of a structure of composition C43H45Br63F16NO8P2.

Results
Kohn-Sham gap: 4.7 eV
Lowest unoccupied orbital energy: -5.97 eV

Structure (ORCA input):
```
! RIJCOSX wB97M-V def2-TZVPD def2/J DEFGRID3
* xyz 1 1
C 6.197 4.348 1.405
C 6.247 4.100 -0.219
C 5.507 2.693 -0.620
C 3.857 2.922 -0.796
C 2.996 2.144 0.412
C 3.317 2.542 -2.310
C 3.488 0.930 -2.725
C 4.177 -0.194 -1.694
O 5.514 -0.362 -1.897
O 3.392 -0.865 -0.652
C 3.875 -2.216 -0.345
C 3.303 -2.561 1.189
C 1.918 -3.437 1.188
F 1.864 -4.493 0.119
F 0.689 -2.598 0.984
C 1.784 -4.258 2.621
F 2.979 -5.091 2.945
F 0.662 -5.245 2.400
C 1.322 -3.330 3.889
F -0.152 -3.553 4.131
F 1.515 -1.873 3.710
C 2.065 -3.727 5.321
F 1.806 -5.158 5.716
F 3.522 -3.409 5.329
F 1.457 -2.898 6.414
C 2.966 0.572 -4.251
P 3.066 -1.239 -4.968
O 4.097 -1.226 -6.208
O 1.463 -1.804 -5.489
O 3.645 -2.426 -3.862
C 2.341 1.767 -5.216
P 1.881 1.114 -6.993
O 0.154 1.031 -7.202
O 2.671 2.054 -8.227
N 2.157 3.240 -4.795
C 1.570 4.309 -5.666
F 0.563 5.209 -4.975
F 0.794 3.939 -6.851
C 2.864 5.185 -6.268
F 2.622 5.433 -7.735
F 4.110 4.387 -6.187
C 2.658 3.627 -3.384
C 2.640 5.177 -2.778
C 1.252 5.484 -1.895
O 1.263 4.891 -0.553
C 1.025 7.133 -1.806
F -0.262 7.363 -1.049
F 0.795 7.756 -3.154
F 2.133 7.808 -1.081
H 6.288 5.520 1.568
H 7.121 3.767 1.861
H 5.166 4.043 1.903
H 7.327 4.066 -0.669
H 5.688 5.005 -0.718
H 5.626 1.833 0.195
H 5.878 2.275 -1.667
H 3.727 4.065 -0.508
H 3.627 1.269 0.871
H 2.647 2.877 1.254
H 2.030 1.628 -0.063
H 5.036 -2.332 -0.265
H 3.510 -2.997 -1.148
H 4.164 -3.175 1.729
H 3.223 -1.545 1.810
H 0.783 -1.130 -5.131
H 2.855 -2.897 -3.422
H -0.329 1.636 -6.537
H 3.032 1.468 -8.957
H 2.939 6.259 -5.783
H 2.598 6.001 -3.641
H 3.624 5.446 -2.175
H 0.283 5.048 -2.439
H 1.647 5.581 0.093
C -0.520 9.656 -6.111
Br 0.144 7.827 -6.093
Br -0.710 10.339 -7.923
Br -2.166 9.839 -5.092
H 0.235 10.275 -5.614
C 8.994 7.701 0.620
Br 9.657 5.872 0.638
Br 8.804 8.383 -1.192
Br 7.347 7.884 1.639
H 9.748 8.319 1.117
C 3.321 -6.920 9.100
Br 1.846 -8.123 9.501
Br 4.848 -7.871 8.358
Br 2.763 -5.445 7.961
H 3.647 -6.485 10.051
C -1.453 -9.078 11.663
Br -2.168 -9.844 13.302
Br -1.458 -10.362 10.202
Br -2.360 -7.427 11.180
H -0.406 -8.823 11.860
C -6.493 10.809 -6.003
Br -6.780 12.628 -5.376
Br -5.248 10.746 -7.496
Br -5.953 9.622 -4.559
H -7.456 10.443 -6.374
C 5.432 -1.583 -9.514
Br 5.264 0.204 -10.266
Br 3.890 -2.692 -9.933
Br 7.100 -2.435 -10.038
H 5.459 -1.470 -8.425
C 11.387 3.186 3.937
Br 9.915 2.291 3.033
Br 13.092 2.325 3.570
Br 11.434 5.088 3.534
H 11.205 3.091 5.013
C 1.810 9.901 -10.932
Br 2.951 11.445 -10.619
Br 1.726 9.433 -12.818
Br 2.329 8.383 -9.831
H 0.797 10.185 -10.627
C -2.171 -4.084 -0.791
Br -3.497 -3.301 0.397
Br -2.436 -5.999 -1.011
Br -2.098 -3.162 -2.503
H -1.194 -3.950 -0.314
C -3.430 6.960 -8.196
Br -4.886 6.356 -7.056
Br -1.873 5.803 -8.055
Br -4.001 7.183 -10.043
H -3.128 7.948 -7.833
C -0.409 3.765 2.629
Br -0.899 2.992 0.912
Br -0.172 2.401 3.996
Br 1.148 4.922 2.483
H -1.246 4.394 2.946
C 1.667 1.151 -12.280
Br 0.951 0.385 -10.641
Br 1.661 -0.133 -13.742
Br 0.759 2.802 -12.764
H 2.713 1.407 -12.083
C -5.139 -10.249 15.707
Br -6.470 -11.540 15.118
Br -5.273 -8.573 14.728
Br -5.201 -9.971 17.631
H -4.157 -10.676 15.477
C 7.031 4.011 -10.953
Br 5.575 3.408 -9.812
Br 8.589 2.854 -10.811
Br 6.460 4.234 -12.799
H 7.333 5.000 -10.590
C -8.567 5.032 -6.379
Br -9.898 3.742 -6.967
Br -8.701 6.708 -7.357
Br -8.629 5.311 -4.454
H -7.585 4.606 -6.608
C -6.332 -10.207 10.929
Br -5.084 -11.678 11.178
Br -6.203 -9.443 9.145
Br -8.156 -10.724 11.365
H -6.046 -9.421 11.635
C -10.295 -8.596 8.438
Br -10.762 -7.935 6.669
Br -9.690 -7.166 9.609
Br -11.745 -9.619 9.234
H -9.452 -9.283 8.310
C -14.434 -6.835 9.886
Br -14.901 -6.174 8.117
Br -13.830 -5.405 11.057
Br -15.885 -7.858 10.682
H -13.591 -7.522 9.758
C -17.481 -4.328 11.737
Br -17.948 -3.666 9.968
Br -16.876 -2.897 12.908
Br -18.931 -5.351 12.533
H -16.638 -5.014 11.609
C 5.084 -6.635 -9.349
Br 3.594 -7.873 -9.169
Br 6.280 -6.715 -7.816
Br 6.038 -6.889 -11.025
H 4.661 -5.626 -9.372
C -9.171 -12.990 17.712
Br -9.886 -13.756 19.351
Br -9.176 -14.274 16.250
Br -10.078 -11.339 17.229
H -8.124 -12.734 17.909
*
```

---

Entry 3:
The following is a DFT calculation (ωB97M-V/def2-TZVPD) of a structure of composition C43H45CaN5P3.

Results
Kohn-Sham gap: 7.9 eV
Lowest unoccupied orbital energy: -7.05 eV

Structure (ORCA input):
```
! RIJCOSX wB97M-V def2-TZVPD def2/J DEFGRID3
* xyz 3 1
Ca 0.229 0.105 -0.824
N -1.672 1.050 -3.599
P -1.929 1.447 -1.956
C -1.863 3.236 -1.787
C -2.742 4.088 -2.462
C -2.632 5.458 -2.315
C -1.652 5.994 -1.483
C -0.781 5.161 -0.800
C -0.889 3.785 -0.958
C -3.654 0.990 -1.700
C -4.414 1.667 -0.747
C -5.712 1.256 -0.482
C -6.255 0.171 -1.156
C -5.497 -0.511 -2.099
C -4.198 -0.108 -2.368
C -0.437 0.689 -4.105
C -0.212 0.748 -5.488
C 1.001 0.349 -5.985
C 1.995 -0.100 -5.109
C 1.700 -0.121 -3.775
N 0.509 0.257 -3.254
H -2.341 1.371 -4.286
H -3.526 3.683 -3.091
H -3.315 6.114 -2.838
H -1.579 7.067 -1.365
H -0.031 5.579 -0.143
H -0.210 3.147 -0.394
H -4.007 2.521 -0.219
H -6.305 1.796 0.244
H -7.272 -0.137 -0.955
H -5.922 -1.352 -2.631
H -3.620 -0.648 -3.108
H -0.996 1.102 -6.143
H 1.184 0.383 -7.051
H 2.960 -0.428 -5.464
H 2.439 -0.459 -3.054
N 0.131 -0.705 2.442
P -1.316 -0.256 1.618
C -2.220 -1.792 1.345
C -2.324 -2.274 0.043
C -2.919 -3.500 -0.222
C -3.427 -4.248 0.830
C -3.345 -3.772 2.135
C -2.747 -2.551 2.393
C -2.234 0.641 2.875
C -1.600 1.311 3.917
C -2.355 2.028 4.835
C -3.734 2.091 4.708
C -4.369 1.434 3.660
C -3.623 0.712 2.743
P 1.489 -1.052 1.472
C 2.815 -1.149 2.683
C 2.872 -0.217 3.720
C 3.909 -0.272 4.640
C 4.896 -1.242 4.522
C 4.850 -2.160 3.482
C 3.812 -2.116 2.561
C 1.239 -2.695 0.758
C 1.370 -2.793 -0.629
C 1.064 -3.969 -1.306
C 0.613 -5.060 -0.582
C 0.487 -4.982 0.804
C 0.800 -3.812 1.471
H 0.021 -1.250 3.295
H -1.980 -1.677 -0.803
H -3.001 -3.862 -1.238
H -3.904 -5.199 0.634
H -3.757 -4.354 2.948
H -2.701 -2.179 3.410
H -0.524 1.270 4.023
H -1.865 2.536 5.654
H -4.319 2.647 5.428
H -5.445 1.476 3.565
H -4.128 0.188 1.939
H 2.105 0.540 3.821
H 3.940 0.439 5.455
H 5.693 -1.290 5.252
H 5.610 -2.926 3.402
H 3.768 -2.861 1.775
H 1.788 -1.964 -1.207
H 1.184 -4.036 -2.379
H 0.367 -5.982 -1.092
H 0.142 -5.846 1.357
H 0.693 -3.764 2.548
N 7.890 1.326 -1.503
C 6.915 1.469 -0.341
C 5.451 1.530 -0.788
N 4.720 0.277 -0.898
H 8.859 1.404 -1.185
H 7.746 2.057 -2.204
H 7.807 0.425 -1.977
H 7.222 2.378 0.173
H 7.110 0.618 0.310
H 5.366 2.074 -1.733
H 4.949 2.154 -0.048
H 4.660 -0.192 0.000
H 5.129 -0.373 -1.558
*
```

---

Entry 4:
The following is a DFT calculation (ωB97M-V/def2-TZVPD) of a structure of composition C43H45I2LuNO2PSi.

Results
Kohn-Sham gap: 6.4 eV
Lowest unoccupied orbital energy: -6.40 eV

Structure (ORCA input):
```
! RIJCOSX wB97M-V def2-TZVPD def2/J DEFGRID3
* xyz 2 1
Lu 0.658 0.591 -0.479
C 0.624 3.378 -1.901
C 1.451 2.847 -0.748
C 0.979 2.955 0.575
C 1.802 2.549 1.638
C 2.984 1.869 1.391
C 3.320 1.532 0.067
C 2.616 2.117 -1.026
H -0.089 4.150 -1.572
H 0.012 2.580 -2.388
H 1.305 3.755 -2.669
H 0.078 3.487 0.736
H 1.510 2.770 2.653
H 3.661 1.597 2.194
H 4.244 0.998 -0.112
H 3.077 2.166 -2.004
I 1.759 0.383 -3.763
C -0.133 -0.764 -4.349
I -1.648 -0.980 -2.702
H 0.172 -1.781 -4.654
H -0.642 -0.193 -5.107
O 0.307 0.164 1.498
N 0.799 -1.162 1.030
C 0.852 -2.031 1.972
C 1.688 -3.207 1.774
C 1.803 -4.190 2.795
C 2.682 -5.240 2.662
C 3.456 -5.354 1.518
C 3.353 -4.436 0.467
C 2.504 -3.329 0.618
P 2.442 -2.184 -0.768
C 4.156 -1.837 -1.022
C 5.011 -1.775 0.103
C 6.341 -1.362 -0.048
C 6.764 -0.872 -1.288
C 5.931 -0.913 -2.408
C 4.628 -1.380 -2.272
C 1.878 -3.308 -2.054
C 2.671 -3.791 -3.106
C 2.091 -4.602 -4.091
C 0.756 -5.003 -3.974
C -0.002 -4.629 -2.883
C 0.551 -3.775 -1.942
H -1.252 0.546 0.945
H 0.386 -1.867 2.961
H 1.182 -4.075 3.672
H 2.745 -6.015 3.420
H 4.139 -6.170 1.416
H 3.942 -4.556 -0.435
H 4.649 -2.117 1.064
H 7.039 -1.416 0.773
H 7.740 -0.437 -1.343
H 6.303 -0.544 -3.340
H 3.980 -1.372 -3.142
H 3.720 -3.499 -3.192
H 2.639 -4.897 -4.965
H 0.295 -5.591 -4.773
H -0.992 -5.028 -2.720
H -0.052 -3.405 -1.108
C -4.776 -0.175 -0.298
C -4.614 1.375 -0.349
C -5.824 2.008 0.355
C -4.465 1.837 -1.807
Si -3.169 1.804 0.767
O -1.639 1.110 0.226
C -2.780 3.647 0.876
C -2.411 4.254 2.085
C -2.102 5.622 2.135
C -2.138 6.379 0.995
C -2.446 5.780 -0.228
C -2.779 4.433 -0.286
C -3.363 0.906 2.410
C -3.849 1.617 3.527
C -3.779 1.061 4.807
C -3.366 -0.247 4.984
C -3.071 -1.042 3.874
C -3.004 -0.439 2.634
H -5.451 -0.505 -1.118
H -5.217 -0.504 0.631
H -3.830 -0.665 -0.506
H -6.749 1.736 -0.220
H -5.767 3.096 0.474
H -6.015 1.566 1.353
H -5.246 1.317 -2.402
H -3.510 1.567 -2.262
H -4.637 2.927 -1.907
H -2.336 3.730 3.051
H -1.846 6.095 3.071
H -1.917 7.452 1.042
H -2.528 6.418 -1.086
H -3.021 4.022 -1.259
H -4.223 2.622 3.455
H -3.992 1.698 5.646
H -3.349 -0.691 5.981
H -2.939 -2.109 3.992
H -2.718 -1.051 1.767
*
```

---

Table of calculated total energy (eV), in record order: -233190.4897; -4537890.1037; -99058.3028; -117882.8480